The following is a DFT calculation (ωB97M-V with the def2-TZVPD basis set) of a 2-piece molecular cluster, C4H9N2S overall.

Orbital gap, eV: 8.595
Relative energy (zero: lowest compared OMol25 entry of this formula, charge and spin), eV: 3.210

Structure (ORCA input):
```
! RIJCOSX wB97M-V def2-TZVPD def2/J DEFGRID3
* xyz 1 1
C 2.0480 -0.9564 0.1833
C -2.1871 1.6010 -0.6470
C -1.6086 0.1251 -0.6617
C -1.3086 1.0485 0.3627
N 2.7012 -1.9339 -0.5268
N -0.5595 1.0957 1.4060
S 1.1673 -1.4223 1.5013
H -1.6387 2.0890 -1.3791
H -3.2806 1.6791 -0.5633
H -2.2101 -0.6875 -0.5001
H -0.7657 -0.0746 -1.4737
H 3.3863 -1.8773 -1.3021
H 2.6024 -2.7940 -0.0246
H -0.1071 0.1361 1.7527
H -0.4384 1.8048 2.0292
H 2.1991 0.1670 -0.1567
*
```


The following is a DFT calculation (ωB97M-V with the def2-TZVPD basis set) of a 13-piece molecular cluster, C15H56N6O13 overall.

Orbital gap, eV: 9.362
Relative energy (zero: lowest compared OMol25 entry of this formula, charge and spin), eV: 0.000

Structure (ORCA input):
```
! RIJCOSX wB97M-V def2-TZVPD def2/J DEFGRID3
* xyz 0 1
C 1.7783 3.5155 1.6298
C 2.9003 2.8803 0.7286
O 2.3162 2.0473 -0.2037
H 1.2218 4.2188 1.1181
H 2.1647 3.8427 2.5460
H 0.9525 2.8042 1.8653
H 3.5341 2.1820 1.3544
H 3.6348 3.6148 0.3568
H 3.0241 1.4895 -0.5311
C -0.3061 0.3848 -3.9967
C 0.8152 1.0581 -3.2495
O 1.5653 0.0126 -2.6386
H -0.8140 -0.3444 -3.3538
H -0.0763 0.0272 -4.9837
H -1.0290 1.1573 -4.2672
H 0.3940 1.6838 -2.3980
H 1.3511 1.7650 -3.8621
H 1.3468 -0.1642 -1.7302
C -3.4149 1.7741 1.5455
O -2.5986 2.8604 1.5205
N -3.1229 0.5829 2.0819
N -4.5873 1.7660 0.9923
H -2.2412 0.5928 2.7468
H -3.9374 -0.0770 2.3143
H -4.8572 2.6688 0.6371
H -5.1879 0.9954 0.8371
C -0.4133 -0.1591 0.0729
O 0.7962 -0.9046 -0.0703
N -0.4057 1.1307 0.0615
N -1.6185 -0.6621 0.2959
H 0.5194 1.6193 -0.1424
H -1.2067 1.7040 0.4852
H -1.5768 -1.6729 0.3915
H -2.2359 -0.1433 1.0032
C 1.8651 -3.8091 1.1556
O 1.7330 -3.6387 2.5521
N 0.8896 -3.9721 0.3201
N 3.0227 -3.8059 0.4581
H -0.0680 -3.8347 0.7580
H 0.9575 -3.8444 -0.6846
H 3.8182 -3.5016 1.0940
H 3.1337 -3.6779 -0.5424
C -0.5399 2.0770 3.9462
O -0.8563 0.8606 3.3809
H -0.9946 2.2979 4.9491
H -0.8272 2.9420 3.3099
H 0.5214 2.0772 4.1101
H -0.0477 0.5293 2.9136
C 2.4292 -0.7631 3.3837
O 1.6140 0.0287 2.5400
H 3.2674 -1.2271 2.8499
H 1.9046 -1.6236 3.8140
H 2.7407 -0.1384 4.2891
H 1.6096 -0.3688 1.6551
C -2.5807 2.0390 -2.1210
O -2.8423 0.6383 -1.9213
H -1.5333 2.1767 -2.3112
H -2.8481 2.6006 -1.2978
H -3.2056 2.4346 -2.8877
H -2.4261 0.2255 -1.1295
C -0.7747 -2.8806 -2.5339
O -1.0930 -4.0746 -1.7866
H -0.0108 -2.9433 -3.2527
H -0.4849 -2.0902 -1.8271
H -1.6609 -2.5256 -3.0201
H -1.6501 -4.5650 -2.3505
C 2.4189 3.8409 -2.7358
O 1.6202 4.3494 -3.7801
H 2.9983 2.9604 -3.1577
H 1.7152 3.6496 -1.9597
H 3.0145 4.7031 -2.4223
H 2.1140 4.4166 -4.6102
C -1.1291 -2.4557 2.7607
O -1.4745 -3.1679 1.6011
H -1.9944 -1.8782 3.0705
H -0.3186 -1.7728 2.6151
H -0.8497 -3.1307 3.6092
H -2.0313 -3.8832 1.7945
C 3.9495 -0.9985 -0.5389
O 4.3603 0.3558 -0.8239
H 4.7396 -1.7020 -0.6986
H 3.1311 -1.2735 -1.1443
H 3.4827 -1.2077 0.4407
H 4.8815 0.4312 -1.6059
C -4.1928 -2.8907 -0.9843
O -4.3730 -1.4608 -0.6825
H -4.0261 -3.5073 -0.0933
H -3.2543 -2.8986 -1.5646
H -5.0168 -3.1707 -1.6735
H -3.5131 -1.2022 -0.3872
*
```


The following is a DFT calculation (ωB97M-V with the def2-TZVPD basis set) of C11H15F4N3O2Pt as an isolated structure.

Orbital gap (alpha / beta), eV: 7.528 / 6.607
Relative energy (zero: lowest compared OMol25 entry of this formula, charge and spin), eV: 0.063

Structure (ORCA input):
```
! RIJCOSX wB97M-V def2-TZVPD def2/J DEFGRID3
* xyz 2 3
Pt 0.1865 -0.5967 0.9823
C 0.9838 -3.3004 0.0858
N 0.6927 -1.9474 -0.4703
C 1.8432 -1.5274 -1.3193
C -0.5858 -2.0252 -1.2455
C -1.0660 -0.6437 -1.6221
N -0.8381 0.2850 -0.4882
C -1.1366 1.5917 -0.6185
C -0.6382 2.5756 0.2954
F 0.2215 2.2142 1.2541
C -0.9518 3.9034 0.1918
F -0.4398 4.7463 1.0671
C -1.7750 4.3748 -0.8280
C -2.2583 3.4656 -1.7541
F -3.0324 3.8708 -2.7380
C -1.9504 2.1239 -1.6753
F -2.4662 1.3270 -2.5944
H 1.0746 -4.0022 -0.7445
H 0.1660 -3.6122 0.7317
H 1.9191 -3.2726 0.6349
H 1.9883 -2.2640 -2.1111
H 2.7355 -1.4791 -0.7001
H 1.6528 -0.5502 -1.7553
H -1.3071 -2.5294 -0.6036
H -0.4411 -2.6361 -2.1395
H -2.1154 -0.6800 -1.9034
H -0.5116 -0.2575 -2.4804
H -2.0177 5.4271 -0.9044
C 2.4068 -0.6560 3.0917
O 1.4289 -1.5028 2.3826
H 3.0697 -1.3156 3.6436
H 1.8845 0.0288 3.7552
H 2.9547 -0.1217 2.3232
H 0.9825 -2.0713 3.0261
O -1.8290 0.7922 2.6360
N -0.8307 0.2648 2.5942
*
```


The following is a DFT calculation (ωB97M-V with the def2-TZVPD basis set) of C24H36AlBN6 as an isolated structure.

Orbital gap, eV: 3.253

Structure (ORCA input):
```
! RIJCOSX wB97M-V def2-TZVPD def2/J DEFGRID3
* xyz 2 1
Al 0.5402 2.2667 -3.1505
B 0.0132 0.7801 -1.4622
H 0.6581 0.5905 -2.3062
H 0.0952 -0.0213 -0.7443
H 0.2585 1.7282 -1.0092
H -1.0326 0.8509 -1.7183
C 4.0598 -0.1982 1.5620
C 2.8909 0.3569 0.7407
C 3.3316 1.4611 -0.2600
C 2.2384 1.9982 -1.0974
N 1.4249 2.4225 -1.8145
H 3.6294 -0.8985 2.2779
H 4.5757 0.6034 2.0906
H 4.7508 -0.8265 0.9999
H 2.2146 0.7803 1.4833
H 2.4689 -0.4631 0.1596
H 4.0553 1.0674 -0.9737
H 3.8148 2.3046 0.2330
N -0.0904 -2.0198 -1.8706
C -0.8349 -1.3994 -2.8329
C -1.1505 -2.3643 -3.8080
C -0.7077 -3.5498 -3.3722
C 0.1352 -3.3359 -2.2305
H 0.0745 -1.7636 -0.9076
H -1.1050 -0.3732 -2.6320
H -1.6503 -2.1668 -4.7448
H -0.7785 -4.4813 -3.9140
H 0.8039 -3.9604 -1.6567
N 1.0645 -0.9102 -0.6171
C 2.1568 -1.8522 -0.8335
C 2.1231 -2.6802 0.2672
C 0.8968 -2.5032 0.9094
C 0.3021 -1.3935 0.4080
H 0.9343 0.0407 -0.9315
H 2.9122 -1.8635 -1.6053
H 2.8682 -3.4366 0.4648
H 0.5383 -3.2215 1.6319
H -0.6497 -0.9643 0.6843
N -2.7779 0.3557 0.6092
C -1.8093 -0.4213 -0.0498
C -2.1816 -1.7503 0.1458
C -3.3164 -1.7533 1.0197
C -3.6879 -0.4396 1.2106
H -2.7016 1.3626 0.6339
H -1.0496 0.1410 -0.5725
H -1.7847 -2.5970 -0.3945
H -3.7319 -2.7007 1.3299
H -4.4878 0.0609 1.7360
N 0.4527 1.1465 0.4394
C -0.1988 0.4209 1.4683
C 0.0155 1.0174 2.6675
C 0.9289 2.0296 2.3798
C 1.1545 2.1973 1.0019
H 0.2271 1.0272 -0.5378
H -0.7990 -0.4264 1.1710
H -0.3438 0.6825 3.6294
H 1.4374 2.5673 3.1664
H 1.6146 2.9733 0.4083
N -1.3417 2.0420 1.0762
C -2.1432 2.2611 -0.0497
C -3.4248 2.5867 0.4343
C -3.4340 2.6507 1.7910
C -2.1033 2.3386 2.2129
H -0.3593 1.8240 1.1632
H -1.7117 2.1320 -1.0313
H -4.3076 2.6564 -0.1841
H -4.2348 2.8358 2.4916
H -1.7308 2.1743 3.2133
*
```


The following is a DFT calculation (ωB97M-V with the def2-TZVPD basis set) of one molecule with the formula C5H4N2O.

Orbital gap, eV: 8.627
Relative energy (zero: lowest compared OMol25 entry of this formula, charge and spin), eV: 2.662
SMILES: C#Cc1[nH]cnc1O

Structure (ORCA input):
```
! RIJCOSX wB97M-V def2-TZVPD def2/J DEFGRID3
* xyz 0 1
C 0.1163 -1.1579 0.2673
C -1.6586 -0.4363 1.3487
C -0.0704 0.2331 -0.0440
C 0.6550 0.8933 -1.0758
C 1.4003 1.4704 -1.8440
H 2.1167 -1.0426 -0.2052
H -2.6575 -0.5609 1.7823
H -1.5444 1.5319 0.4049
H 2.3544 1.7952 -2.3564
N -0.8187 -1.5508 1.1844
N -1.1671 0.6167 0.6019
O 1.2740 -1.7922 -0.0641
*
```


The following is a DFT calculation (ωB97M-V with the def2-TZVPD basis set) of one molecule with the formula C3H2N4.

Orbital gap, eV: 10.915
Relative energy (zero: lowest compared OMol25 entry of this formula, charge and spin), eV: 0.581
SMILES: N#Cc1c[nH]nn1

Structure (ORCA input):
```
! RIJCOSX wB97M-V def2-TZVPD def2/J DEFGRID3
* xyz 0 1
N 3.1697 0.3347 0.0174
C 2.0128 0.3421 0.0405
C 0.5848 0.3069 0.0761
C -0.2472 -0.7312 -0.2696
N -1.4722 -0.2306 -0.0284
N -1.4159 1.0267 0.4364
N -0.1747 1.3611 0.5020
H -0.0632 -1.7237 -0.6532
H -2.3721 -0.6764 -0.1305
*
```


The following is a DFT calculation (ωB97M-V with the def2-TZVPD basis set) of a 2-piece molecular cluster, C22H44BClFN2O9P2S overall.

Orbital gap, eV: 5.162

Structure (ORCA input):
```
! RIJCOSX wB97M-V def2-TZVPD def2/J DEFGRID3
* xyz -1 1
C -2.2780 1.3259 -2.1448
C -0.7674 1.1496 -2.2063
O -0.4309 0.1849 -1.2112
C 0.8985 -0.2174 -1.1479
F 1.6103 0.6303 -1.9520
C 1.0407 -1.6986 -1.7241
Cl 2.3945 -1.6531 -2.9646
C -0.1658 -2.2293 -2.5423
C -1.0527 -3.2864 -1.8687
C -2.1367 -2.8361 -0.8671
C -2.1486 -3.8110 0.3240
C -3.5430 -2.9188 -1.5193
C -4.5777 -2.0499 -0.7599
C -5.2551 -1.0015 -1.6114
C -6.2418 -0.1635 -1.1556
C -6.0389 1.3284 -1.0846
C -7.5968 -0.6923 -0.7436
O 1.3494 -2.6837 -0.7568
S 2.6979 -2.5097 0.1333
O 2.5664 -3.4255 1.2296
O 3.8582 -2.7587 -0.6719
C 2.7324 -0.7011 0.6706
N 3.7328 -0.1156 -0.1820
C 4.9313 0.0744 0.1963
C 5.6117 1.3492 -0.2193
C 5.7819 -0.9098 0.9582
B 3.0166 -0.5700 2.2486
O 2.5488 -1.4395 3.2201
O 3.7266 0.5294 2.6745
C 1.3458 -0.0187 0.3477
P -0.1630 -0.6482 1.3772
C -0.1510 0.2996 2.9628
O 0.2339 -2.1751 1.8658
P 1.2210 1.9267 0.5251
N 2.5556 2.6199 -0.2888
O 1.6444 2.3094 2.0527
H -2.7196 0.3626 -1.8934
H -2.5703 2.0661 -1.4058
H -2.6467 1.5779 -3.1392
H -0.3083 2.1148 -1.9920
H -0.4998 0.8166 -3.2112
H 0.2524 -2.7193 -3.4178
H -0.7742 -1.4142 -2.9261
H -1.6045 -3.7457 -2.6974
H -0.4514 -4.0995 -1.4655
H -2.0143 -1.8121 -0.5184
H -2.6056 -3.3777 1.2153
H -1.1226 -4.0629 0.5967
H -2.6290 -4.7515 0.0468
H -3.8973 -3.9452 -1.4184
H -3.5188 -2.5993 -2.5628
H -5.3604 -2.6920 -0.3298
H -4.1181 -1.5379 0.0887
H -4.9086 -0.8763 -2.6386
H -5.9026 1.7968 -2.0685
H -5.1618 1.5552 -0.4820
H -6.8999 1.8209 -0.6307
H -8.1886 -0.6983 -1.6625
H -8.1221 -0.0423 -0.0401
H -7.5455 -1.7078 -0.3500
H 5.1879 2.1778 0.3428
H 6.6963 1.2821 -0.1389
H 5.3771 1.5215 -1.2714
H 5.2201 -1.5795 1.6094
H 6.4964 -0.3610 1.5755
H 6.3579 -1.4627 0.2156
H 3.2478 -2.0583 3.4530
H 3.3339 0.8307 3.5020
H -0.7514 1.1896 2.7789
H -0.7007 -0.3253 3.6709
H 0.8147 0.5769 3.3659
H -0.1485 -2.3283 2.7339
H 2.6612 3.5349 0.1872
H 2.2133 2.9009 -1.2035
H 2.5980 2.4625 2.1171
C 3.3806 5.5797 2.4191
C 2.0490 6.0221 1.7592
O 2.0438 5.8787 0.4242
H 4.2154 6.1688 2.0311
H 3.3536 5.7094 3.5128
H 3.5792 4.5193 2.2149
H 1.8864 7.0732 2.1284
H 1.2540 5.4441 2.3103
*
```


The following is a DFT calculation (ωB97M-V with the def2-TZVPD basis set) of one molecule with the formula C7H10ClN.

Orbital gap, eV: 8.758
Relative energy (zero: lowest compared OMol25 entry of this formula, charge and spin), eV: 1.201
SMILES: C/C=C/C=C\C=C(\N)Cl

Structure (ORCA input):
```
! RIJCOSX wB97M-V def2-TZVPD def2/J DEFGRID3
* xyz 0 1
C -1.4358 0.5630 -1.2621
C -0.8033 -0.4030 -1.8951
C -1.2915 1.0274 0.1816
C 0.5273 -1.1237 -1.5919
C -0.9237 0.2485 1.1720
C 1.6195 -0.5982 -0.9573
C -0.9221 0.7926 2.5221
N 2.7066 -1.3318 -0.6231
Cl 1.7110 1.0544 -0.6107
H -2.1763 1.1846 -1.7416
H -1.1815 -0.8584 -2.8485
H -1.7150 1.9712 0.4246
H 0.5740 -2.1476 -1.9238
H -0.4793 -0.8357 0.9978
H -0.8905 0.0863 3.4051
H -1.7481 1.5623 2.7866
H -0.0091 1.3087 2.4641
H 3.6437 -1.0270 -0.9229
H 2.7939 -1.4736 0.4233
*
```


no.,maximum force (eV Å⁻¹)
1,4.40
2,7.34
3,0.67
4,19.41
5,5.13
6,1.14
7,1.99
8,3.99